32
Properties=species:S:1:pos:R:3:forces:R:3 method="wB97M-V/def2-TZVPD" e_lumo_ha=0.0998 spin_multiplicity=1 e_tot_ha=-840.1674 gap_ev=8.85 relative_energy_ev=4.816 homo_energy_ev=-6.14 total_charge=-1
O 2.198 -2.622 -0.065 1.56 0.70 1.77
H 1.688 -2.049 -0.605 -0.59 0.42 -0.90
H -2.527 -1.582 3.636 0.25 0.15 0.90
O -2.402 -1.316 2.740 0.15 0.51 -1.49
H 0.287 0.514 -4.002 0.22 0.32 -2.33
H -1.076 -2.642 -1.646 -1.82 0.07 -0.12
O 2.220 1.205 3.234 -2.83 -1.15 3.01
H 1.078 -0.431 -4.496 0.89 -0.81 -0.69
H -4.515 1.096 -0.577 0.51 0.24 -2.08
O 0.435 -0.625 -2.847 -1.43 -4.71 4.18
H -3.422 1.936 -0.926 2.30 1.78 0.72
H -0.857 -0.315 -0.232 -6.92 2.77 0.25
O -0.411 1.132 3.438 -1.28 -1.53 0.19
H 0.693 2.621 -0.316 -0.06 3.05 0.92
H 2.110 -3.506 -0.355 -0.47 -1.09 -0.77
O -4.032 1.438 -1.402 -2.79 -2.03 1.40
H -0.180 3.263 -1.221 0.82 1.90 1.38
H -0.095 -2.218 -0.545 -0.54 0.62 -0.04
O -0.185 -2.704 -1.388 1.30 -2.72 -0.37
H 3.064 1.495 3.116 3.52 1.09 -0.63
O 0.674 0.313 -4.934 -0.86 1.38 0.91
H 1.934 0.670 2.433 0.18 0.88 -0.23
H 0.695 -0.082 0.708 0.84 1.69 -0.83
O 1.533 0.773 1.089 0.02 -2.82 -3.58
H 2.307 0.487 0.488 -1.78 0.68 1.37
H -1.760 -0.579 2.680 -0.30 -0.51 0.63
O 0.379 3.629 -0.442 -0.69 -5.13 -2.10
H 0.270 0.980 4.103 0.36 0.64 -0.44
H -0.017 -1.619 -2.889 1.88 3.85 -0.05
O -0.055 -0.625 -0.264 7.63 -1.96 1.52
H -0.524 2.050 3.242 0.53 0.71 0.07
H 0.492 -0.685 -1.753 -0.58 1.04 -2.55

37
Properties=species:S:1:pos:R:3:forces:R:3 method="wB97M-V/def2-TZVPD" e_lumo_ha=0.0868 spin_multiplicity=1 e_tot_ha=-1120.7826 gap_ev=8.05 relative_energy_ev=15.238 homo_energy_ev=-5.69 total_charge=-1
N 0.228 -0.158 0.369 -1.01 -2.11 -0.61
O 1.230 -0.792 0.183 -3.98 -0.72 -0.50
O -0.650 -0.558 1.090 3.46 0.86 0.96
O 0.001 0.951 -0.180 -0.29 1.60 1.45
O 2.981 0.043 0.849 5.19 2.41 -2.18
H 2.344 0.175 0.147 3.50 0.57 0.64
H 2.454 -0.216 1.605 1.59 0.36 -0.84
O -2.265 -1.549 2.018 -2.76 -1.91 1.95
H -1.548 -1.263 1.452 -1.64 -2.17 0.46
H -2.612 -2.332 1.590 -0.18 -0.17 0.04
O 2.060 1.003 -1.163 3.58 3.20 -0.51
H 1.357 0.699 -0.588 1.07 1.79 -1.15
H 2.151 1.934 -0.958 0.31 0.27 0.27
O 1.177 1.796 1.814 0.31 0.68 1.46
H 0.808 1.250 1.119 0.46 1.76 0.83
H 0.934 2.690 1.571 -0.16 0.13 0.07
O -2.491 0.991 1.247 -1.25 1.96 -0.10
H -2.894 0.771 2.087 -0.12 -0.21 0.02
H -1.744 0.396 1.176 -0.31 0.29 0.15
O -1.583 -1.955 -1.088 -0.08 -2.77 1.05
H -2.516 -1.866 -1.280 -0.02 0.25 -0.13
H -1.291 -1.064 -0.893 -0.95 -0.12 -0.82
O 1.937 -2.602 -1.079 0.62 -1.64 -0.45
H 1.692 -1.750 -0.717 0.58 -0.86 -1.15
H 1.172 -2.878 -1.583 -0.16 0.04 -0.23
O 0.951 -0.152 -2.624 0.34 -2.38 -2.26
H 0.056 -0.471 -2.507 -0.03 -0.31 -1.26
H 1.056 0.521 -1.951 0.19 0.06 -1.97
O -1.215 0.178 -1.952 -0.70 -4.25 -1.77
H -1.761 0.963 -1.996 -0.29 -1.37 -1.40
H -0.553 0.382 -1.291 -0.85 0.61 -1.47
O -1.987 2.008 -1.525 -2.37 7.07 1.68
H -2.372 2.881 -1.598 -0.41 0.34 -0.17
H -1.489 2.032 -0.708 -0.07 -0.25 0.66
O 1.824 -0.813 2.390 -3.11 -2.74 6.13
H 1.552 -0.048 2.897 -0.28 0.35 0.76
H 1.005 -1.198 2.079 -0.16 -0.61 0.41

34
Properties=species:S:1:pos:R:3:forces:R:3 method="wB97M-V/def2-TZVPD" e_lumo_ha=0.0090 spin_multiplicity=1 e_tot_ha=-969.8095 gap_ev=10.44 relative_energy_ev=0.095 homo_energy_ev=-10.19
Ne -11.485 12.658 -14.318 -0.05 0.01 0.00
O -13.638 12.395 -11.757 0.00 -0.77 0.15
H -14.323 12.609 -11.124 -0.17 -0.02 0.10
H -13.301 13.244 -12.042 0.08 0.61 -0.24
O -9.311 11.621 -12.875 0.54 -0.53 -0.45
H -8.404 11.479 -12.606 0.28 -0.26 0.19
H -9.642 12.281 -12.266 -0.54 0.90 0.15
O -11.008 9.496 -13.377 -0.68 -0.57 -0.17
H -10.402 10.232 -13.293 0.36 0.61 0.21
H -10.592 8.913 -14.011 0.07 -0.20 -0.12
O -10.236 14.069 -17.143 0.12 0.18 -0.48
H -11.190 14.069 -17.057 -0.46 0.08 0.03
H -9.919 13.754 -16.297 0.42 -0.18 0.37
O -10.141 13.906 -11.452 0.71 -0.40 -0.02
H -9.998 13.336 -10.696 0.01 0.07 0.54
H -11.078 14.102 -11.430 -0.78 0.31 -0.30
O -8.431 13.029 -15.236 0.22 0.32 -0.21
H -8.560 12.591 -14.394 -0.41 -0.17 0.45
H -8.091 12.345 -15.812 0.07 -0.08 -0.30
O -12.936 14.417 -16.137 0.46 1.00 0.10
H -13.631 14.952 -16.520 -0.23 0.03 -0.23
H -13.346 13.565 -15.983 -0.42 -0.80 -0.09
O -13.693 9.759 -15.005 -0.35 -0.01 -0.31
H -13.287 9.021 -15.460 0.11 -0.20 -0.08
H -13.133 9.908 -14.242 0.45 0.10 0.54
O -12.734 14.954 -12.275 -0.26 -0.62 1.10
H -12.397 15.363 -13.072 0.55 0.54 -0.99
H -13.057 15.686 -11.749 -0.13 0.14 0.16
O -14.202 11.999 -16.473 -0.14 0.71 -0.40
H -13.907 11.220 -16.002 0.17 -0.76 0.63
H -14.813 11.664 -17.130 -0.13 0.11 -0.14
O -11.784 16.354 -14.328 0.01 0.42 0.32
H -10.840 16.389 -14.484 0.33 0.00 0.00
H -12.140 15.920 -15.103 -0.22 -0.56 -0.49

34
Properties=species:S:1:pos:R:3:forces:R:3 method="wB97M-V/def2-TZVPD" e_lumo_ha=-0.0036 spin_multiplicity=1 e_tot_ha=-969.7701 gap_ev=9.73 relative_energy_ev=1.167 homo_energy_ev=-9.83
Ne 7.957 -11.697 5.368 0.06 0.05 -0.03
O 7.407 -12.630 1.751 -0.07 -0.16 -0.33
H 8.181 -12.596 2.313 0.48 0.00 0.42
H 7.403 -11.787 1.296 -0.21 0.19 -0.10
O 5.454 -10.115 5.702 -0.57 -0.11 -0.91
H 5.619 -10.352 6.614 0.65 -0.05 0.81
H 4.981 -9.285 5.751 -0.52 0.16 0.16
O 10.901 -11.035 6.067 0.03 -0.16 0.07
H 11.625 -10.901 5.454 0.37 0.13 -0.14
H 11.188 -11.760 6.622 -0.06 -0.28 0.26
O 10.017 -12.639 3.040 -0.11 -0.40 0.19
H 10.321 -12.657 2.133 0.19 -0.12 -0.31
H 10.364 -11.819 3.393 -0.10 0.64 0.22
O 10.548 -14.639 5.920 -0.08 0.10 0.35
H 11.395 -15.072 5.817 0.18 -0.19 -0.01
H 10.504 -14.020 5.191 -0.15 0.21 -0.45
O 6.229 -10.390 8.251 -0.05 0.13 0.00
H 6.774 -11.140 8.491 0.26 -0.22 0.05
H 5.376 -10.578 8.644 -0.32 -0.05 0.35
O 3.345 -11.888 5.273 -0.76 -0.10 0.16
H 3.589 -12.805 5.398 0.07 -0.16 -0.13
H 4.140 -11.397 5.481 0.38 0.20 -0.18
O 7.193 -8.439 4.714 0.58 0.64 -0.37
H 6.487 -9.064 4.881 -0.02 -0.76 0.20
H 6.755 -7.680 4.328 0.15 0.30 -0.20
O 5.787 -13.545 5.959 -0.12 0.14 0.19
H 6.710 -13.302 5.884 0.28 0.09 -0.07
H 5.795 -14.372 6.441 -0.06 -0.33 0.09
O 5.243 -13.806 3.106 -0.41 -0.41 -0.04
H 6.047 -13.608 2.625 0.22 0.29 -0.39
H 5.483 -13.702 4.027 -0.10 0.04 0.33
O 9.884 -9.392 4.187 0.59 -0.25 -0.62
H 10.020 -9.870 5.005 -0.21 0.04 0.38
H 8.935 -9.293 4.121 -0.57 0.39 0.05

33
Properties=species:S:1:pos:R:3:forces:R:3 method="wB97M-V/def2-TZVPD" e_lumo_ha=-0.0251 spin_multiplicity=1 e_tot_ha=-840.7247 gap_ev=9.58 relative_energy_ev=4.228 homo_energy_ev=-10.27
O 1.199 2.261 1.303 -1.87 -3.88 -1.83
H 0.823 1.834 0.458 0.51 0.19 1.80
H 1.366 3.062 0.928 1.07 4.03 -0.88
O 0.633 -3.378 -0.390 -1.45 3.10 -1.04
H 0.653 -4.025 0.278 -0.20 -1.10 1.48
H 0.082 -2.580 -0.054 1.38 -2.32 -0.45
O 2.488 -0.544 -2.462 -0.10 -4.23 -0.85
H 2.221 0.292 -2.212 -1.25 2.78 0.78
H 1.758 -1.201 -2.245 1.08 1.56 -0.73
O -2.336 -0.664 -1.633 -0.03 1.82 -1.06
H -2.830 -0.153 -2.327 0.74 -0.69 1.00
H -2.829 -1.455 -1.515 -0.61 -1.12 0.07
O -2.238 0.508 1.592 1.13 -1.78 -0.02
H -3.034 0.107 1.326 -3.52 1.02 -0.46
H -1.913 -0.409 1.373 2.03 1.37 0.30
O 0.550 1.548 -3.324 -1.32 3.11 6.02
H 0.215 0.930 -2.638 0.32 0.95 -0.35
H 0.642 1.013 -4.001 0.99 -3.94 -5.68
O 1.621 1.224 3.595 -0.42 0.62 1.19
H 1.326 1.370 2.676 0.38 0.46 0.65
H 1.429 2.071 4.080 0.22 -1.35 -0.98
O -0.769 -1.653 1.640 -3.07 -1.69 2.40
H -0.567 -1.165 2.430 2.37 1.72 0.54
H -1.554 -1.952 2.257 1.12 -0.78 -2.54
O -2.043 2.949 0.291 0.07 0.79 -0.40
H -2.867 2.908 -0.228 0.78 -0.60 0.61
H -1.743 2.093 0.638 -0.90 0.07 -0.31
O 2.707 -1.598 0.025 -0.19 0.56 -0.18
H 2.169 -2.401 -0.012 0.16 0.16 -0.23
H 2.570 -1.128 -0.839 0.71 -0.68 1.23
O 0.282 0.259 -0.507 6.14 2.38 1.35
H -0.499 0.041 -0.821 -6.30 -1.90 -1.83
H 0.489 -0.166 0.317 0.05 -0.64 0.39

33
Properties=species:S:1:pos:R:3:forces:R:3 method="wB97M-V/def2-TZVPD" e_lumo_ha=-0.0216 spin_multiplicity=1 e_tot_ha=-840.8224 gap_ev=9.75 relative_energy_ev=1.570 homo_energy_ev=-10.34
O 2.983 3.247 -0.440 -0.06 -0.10 0.38
H 2.956 2.410 0.064 0.12 0.24 -0.62
H 3.343 3.903 0.164 0.00 0.01 -0.08
O 2.825 0.633 0.654 -0.30 0.16 0.18
H 2.801 1.129 1.480 0.02 -0.34 0.15
H 1.898 0.377 0.483 0.40 0.05 0.03
O -2.754 -0.339 0.544 -0.03 -0.44 0.38
H -3.458 -0.653 -0.036 0.07 0.21 -0.16
H -2.561 -1.093 1.128 0.00 0.16 -0.51
O 0.193 0.129 -0.462 0.44 0.62 0.59
H 0.167 0.970 0.077 -0.37 -0.66 -0.54
H -0.590 -0.359 -0.172 -0.21 0.11 -0.29
O 2.269 -0.586 -3.178 -0.11 0.13 0.12
H 2.749 -1.386 -2.941 -0.07 -0.02 0.02
H 1.878 -0.294 -2.345 0.10 -0.10 0.05
O -0.335 1.319 -3.519 0.02 0.05 0.00
H -0.054 2.094 -3.022 0.03 -0.05 0.00
H 0.376 0.678 -3.393 -0.09 0.01 -0.15
O -0.134 2.149 1.246 -0.05 0.31 0.22
H 0.454 2.323 1.987 -0.03 0.07 -0.03
H -1.030 2.209 1.622 0.06 -0.11 0.08
O -1.380 -2.425 1.755 -0.11 -0.21 0.36
H -1.032 -3.325 1.749 -0.05 0.04 0.00
H -1.822 -2.347 2.612 0.21 -0.06 0.03
O 1.527 -2.274 -0.312 0.08 0.08 -0.01
H 1.239 -1.342 -0.224 -0.10 -0.52 -0.16
H 0.920 -2.777 0.236 0.05 0.08 0.07
O -2.491 1.393 2.640 0.30 -0.18 -0.18
H -3.393 1.725 2.682 0.02 -0.02 -0.06
H -2.485 0.748 1.899 -0.43 0.53 0.27
O -1.905 -2.558 -1.262 -0.05 -0.13 0.21
H -2.009 -2.541 -0.304 0.11 -0.05 -0.14
H -1.147 -3.135 -1.411 0.04 0.11 -0.18

Repeat the fifth record exactly.
33
Properties=species:S:1:pos:R:3:forces:R:3 method="wB97M-V/def2-TZVPD" e_lumo_ha=-0.0251 spin_multiplicity=1 e_tot_ha=-840.7247 gap_ev=9.58 relative_energy_ev=4.228 homo_energy_ev=-10.27
O 1.199 2.261 1.303 -1.87 -3.88 -1.83
H 0.823 1.834 0.458 0.51 0.19 1.80
H 1.366 3.062 0.928 1.07 4.03 -0.88
O 0.633 -3.378 -0.390 -1.45 3.10 -1.04
H 0.653 -4.025 0.278 -0.20 -1.10 1.48
H 0.082 -2.580 -0.054 1.38 -2.32 -0.45
O 2.488 -0.544 -2.462 -0.10 -4.23 -0.85
H 2.221 0.292 -2.212 -1.25 2.78 0.78
H 1.758 -1.201 -2.245 1.08 1.56 -0.73
O -2.336 -0.664 -1.633 -0.03 1.82 -1.06
H -2.830 -0.153 -2.327 0.74 -0.69 1.00
H -2.829 -1.455 -1.515 -0.61 -1.12 0.07
O -2.238 0.508 1.592 1.13 -1.78 -0.02
H -3.034 0.107 1.326 -3.52 1.02 -0.46
H -1.913 -0.409 1.373 2.03 1.37 0.30
O 0.550 1.548 -3.324 -1.32 3.11 6.02
H 0.215 0.930 -2.638 0.32 0.95 -0.35
H 0.642 1.013 -4.001 0.99 -3.94 -5.68
O 1.621 1.224 3.595 -0.42 0.62 1.19
H 1.326 1.370 2.676 0.38 0.46 0.65
H 1.429 2.071 4.080 0.22 -1.35 -0.98
O -0.769 -1.653 1.640 -3.07 -1.69 2.40
H -0.567 -1.165 2.430 2.37 1.72 0.54
H -1.554 -1.952 2.257 1.12 -0.78 -2.54
O -2.043 2.949 0.291 0.07 0.79 -0.40
H -2.867 2.908 -0.228 0.78 -0.60 0.61
H -1.743 2.093 0.638 -0.90 0.07 -0.31
O 2.707 -1.598 0.025 -0.19 0.56 -0.18
H 2.169 -2.401 -0.012 0.16 0.16 -0.23
H 2.570 -1.128 -0.839 0.71 -0.68 1.23
O 0.282 0.259 -0.507 6.14 2.38 1.35
H -0.499 0.041 -0.821 -6.30 -1.90 -1.83
H 0.489 -0.166 0.317 0.05 -0.64 0.39